C34H69BClN4O27S6 | ωB97M-V/def2-TZVPD

Output
Total charge: +1
Lowest unoccupied orbital energy, eV: -2.513
Total energy, eV: -175808.403
E_HOMO, eV: -11.05
Spin multiplicity: 1

Each line ends with the Mulliken charge.
Positions of all 142 atoms, in Å:
C: 1.893 -2.975 -0.610  -0.59
C: 2.147 -2.753 0.989  -0.02
O: 3.454 -2.137 1.112  -0.31
C: 3.374 -0.726 1.432  -0.03
C: 3.603 0.242 0.127  -0.42
C: 2.786 1.627 0.287  -0.78
C: 1.749 1.911 -0.952  -0.74
C: 0.316 2.345 -0.392  -0.14
N: -0.536 1.276 0.202  0.55
C: -0.162 -0.165 -0.096  0.56
C: -0.409 -0.612 -1.625  -0.81
C: -1.554 0.181 -2.424  1.08
C: -0.901 0.771 -3.807  -0.34
S: -1.656 2.364 -4.376  1.13
O: -1.374 3.549 -3.485  -0.62
O: -1.014 2.667 -5.732  -0.64
Cl: -3.701 2.277 -4.702  -0.10
C: -1.619 1.470 0.977  0.57
N: -2.509 0.516 1.647  -0.58
C: -3.569 1.098 2.451  0.49
C: -4.704 0.431 3.353  -1.02
N: -3.295 2.528 2.198  0.64
O: -4.200 3.335 2.831  0.37
B: -3.718 3.760 4.143  0.35
O: -3.148 2.900 5.153  -0.58
O: -3.791 5.200 4.418  -0.53
N: -2.224 2.743 1.369  0.16
C: -1.904 4.162 1.040  -0.97
C: -2.301 4.415 -0.544  0.80
C: -3.856 4.863 -0.730  -1.11
C: -4.776 3.529 -0.629  1.85
C: -5.556 3.204 -2.034  -0.85
C: -5.667 1.618 -2.276  0.41
C: -6.438 1.215 -3.659  -1.08
C: -5.714 -0.152 -4.177  0.59
C: -5.882 -0.422 -5.753  -0.74
O: -4.913 0.261 -6.595  -0.37
C: -3.823 -0.602 -6.994  -0.60
H: 2.826 -3.535 -1.014  0.31
H: 0.918 -3.572 -0.804  0.31
H: 1.865 -1.968 -1.156  -0.02
H: 2.098 -3.819 1.451  0.08
H: 1.292 -2.159 1.477  0.16
H: 4.268 -0.503 2.152  -0.30
H: 2.428 -0.416 2.010  0.22
H: 3.188 -0.294 -0.819  0.15
H: 4.731 0.376 -0.016  0.45
H: 2.240 1.637 1.315  0.32
H: 3.586 2.467 0.371  0.41
H: 1.756 1.082 -1.738  0.24
H: 2.191 2.850 -1.480  0.56
H: -0.255 2.835 -1.270  -0.27
H: 0.541 3.099 0.465  0.29
H: -0.783 -0.912 0.544  0.63
H: 0.930 -0.402 0.229  -1.47
H: 0.534 -0.608 -2.288  0.33
H: -0.743 -1.727 -1.593  0.27
H: -2.140 0.962 -1.828  -1.08
H: -2.341 -0.596 -2.786  0.37
H: -1.126 -0.009 -4.640  -0.24
H: 0.232 0.938 -3.733  0.48
H: -4.500 -0.679 3.602  0.33
H: -4.669 0.986 4.376  0.27
H: -5.741 0.623 2.910  0.23
H: -2.201 3.185 5.277  0.30
H: -2.857 5.528 4.449  0.29
H: -2.550 4.943 1.612  0.42
H: -0.819 4.483 1.257  0.42
H: -1.571 5.130 -1.060  0.42
H: -2.258 3.354 -1.018  -0.82
H: -4.147 5.600 0.118  0.24
H: -4.005 5.425 -1.719  0.44
H: -5.546 3.606 0.214  -0.98
H: -4.157 2.578 -0.407  -0.60
H: -5.034 3.790 -2.868  0.35
H: -6.619 3.651 -1.929  0.20
H: -4.598 1.192 -2.234  -0.41
H: -6.305 1.189 -1.412  0.44
H: -7.564 1.010 -3.492  0.42
H: -6.372 2.046 -4.453  0.35
H: -4.613 -0.224 -3.861  -0.63
H: -6.273 -1.016 -3.636  0.46
H: -5.707 -1.563 -5.914  0.34
H: -6.922 -0.195 -6.177  0.35
H: -4.016 -1.169 -7.988  0.30
H: -2.911 0.083 -7.211  0.22
H: -3.478 -1.344 -6.184  0.28
C: 0.786 -1.574 -7.038  -0.41
C: -0.343 -2.554 -6.750  -0.05
O: 0.301 -3.720 -6.238  -0.39
S: 1.631 -3.276 -5.419  1.01
O: 1.304 -3.225 -4.022  -0.40
O: 2.745 -4.016 -5.929  -0.56
O: 1.721 -1.752 -5.973  -0.32
H: 1.289 -1.817 -7.978  0.34
H: 0.437 -0.540 -7.070  0.33
H: -0.922 -2.794 -7.642  0.32
H: -1.012 -2.169 -5.974  0.07
C: 7.413 -1.655 4.242  -0.05
C: 7.497 -0.876 5.545  -0.45
O: 7.597 0.494 5.152  -0.35
S: 6.767 0.712 3.773  1.12
O: 5.469 1.226 4.106  -0.55
O: 7.632 1.340 2.819  -0.59
O: 6.604 -0.851 3.373  -0.25
H: 8.407 -1.767 3.782  0.22
H: 6.963 -2.640 4.378  0.32
H: 8.358 -1.167 6.148  0.32
H: 6.583 -0.992 6.135  0.31
C: 12.387 -4.338 2.775  -0.38
C: 12.161 -3.007 2.074  -0.28
O: 10.742 -2.886 1.957  -0.30
S: 10.043 -3.611 3.228  1.13
O: 9.732 -2.604 4.206  -0.57
O: 9.072 -4.544 2.741  -0.57
O: 11.342 -4.435 3.745  -0.30
H: 12.284 -5.174 2.079  0.30
H: 13.363 -4.388 3.260  0.31
H: 12.633 -2.969 1.092  0.31
H: 12.522 -2.173 2.683  0.28
C: 4.520 -7.727 3.257  -0.35
C: 4.298 -6.394 2.558  -0.27
O: 2.880 -6.267 2.443  -0.24
S: 2.179 -6.992 3.717  1.09
O: 1.877 -5.988 4.695  -0.54
O: 1.205 -7.921 3.229  -0.54
O: 3.477 -7.823 4.228  -0.32
H: 4.412 -8.562 2.559  0.30
H: 5.496 -7.782 3.740  0.31
H: 4.768 -6.357 1.575  0.32
H: 4.663 -5.563 3.167  0.24
C: -8.559 4.180 4.387  -0.32
C: -9.210 4.849 3.184  -0.43
O: -8.139 5.087 2.269  -0.35
S: -7.033 3.909 2.430  1.26
O: -7.274 2.925 1.415  -0.68
O: -5.747 4.517 2.650  -0.73
O: -7.563 3.310 3.843  -0.32
H: -8.059 4.914 5.025  0.30
H: -9.277 3.613 4.981  0.31
H: -9.707 5.783 3.446  0.33
H: -9.926 4.180 2.699  0.32

C34H70Cd2O19S11 | ωB97M-V/def2-TZVPD

Output
Lowest unoccupied orbital energy, eV: -5.172
Total energy, eV: -203583.517
E_HOMO, eV: -7.16
Spin multiplicity: 1

Each line ends with the Mulliken charge.
Positions of all 136 atoms, in Å:
Cd: 2.595 -21.614 -29.342  0.02
Cd: 3.159 -28.665 -16.815  0.01
C: 6.661 -24.977 -33.953  -0.19
C: 7.196 -26.097 -34.722  0.44
C: 6.996 -26.221 -36.289  0.40
O: 7.440 -27.198 -36.908  -0.50
C: 6.144 -25.106 -36.869  -0.25
C: 5.721 -24.030 -36.137  0.32
C: 5.967 -24.022 -34.644  0.36
O: 5.510 -23.133 -33.829  -0.54
O: 4.805 -23.343 -36.715  -0.50
O: 7.912 -27.016 -34.277  -0.51
H: 6.920 -24.995 -32.905  0.49
H: 5.734 -25.213 -37.862  0.47
C: 1.439 -24.486 -22.840  -0.31
C: 2.180 -25.320 -22.036  0.37
C: 3.477 -25.984 -22.597  0.44
O: 4.044 -26.913 -21.938  -0.51
C: 4.028 -25.680 -23.794  -0.23
C: 3.261 -24.784 -24.703  0.38
C: 1.818 -24.172 -24.226  0.36
O: 1.390 -23.338 -25.056  -0.49
O: 3.636 -24.624 -25.853  -0.47
O: 1.774 -25.470 -20.833  -0.54
H: 0.480 -24.134 -22.492  0.47
H: 4.927 -26.144 -24.171  0.52
C: 8.333 -25.427 -13.680  -0.91
S: 7.790 -24.601 -15.251  0.48
O: 6.372 -25.030 -15.571  -0.59
C: 7.657 -22.960 -14.515  -0.92
H: 7.524 -25.168 -12.997  0.29
H: 9.295 -25.114 -13.275  0.35
H: 8.389 -26.488 -13.920  0.31
H: 6.773 -22.823 -13.892  0.34
H: 7.451 -22.346 -15.392  0.28
H: 8.482 -22.551 -13.932  0.36
C: 2.945 -15.205 -26.294  -1.01
S: 4.487 -16.268 -26.714  0.46
O: 3.872 -17.609 -27.176  -0.58
C: 5.093 -15.434 -28.221  -0.83
H: 2.214 -15.841 -25.794  0.34
H: 2.278 -14.926 -27.110  0.33
H: 2.985 -14.311 -25.672  0.37
H: 5.166 -14.366 -28.015  0.34
H: 4.377 -15.467 -29.042  0.30
H: 6.047 -15.928 -28.399  0.28
C: -5.231 -24.974 -19.422  -0.89
S: -6.440 -26.028 -20.347  0.48
O: -7.356 -24.979 -21.029  -0.62
C: -5.375 -26.677 -21.627  -0.83
H: -4.978 -24.083 -19.997  0.29
H: -4.365 -25.534 -19.069  0.35
H: -5.703 -24.683 -18.484  0.31
H: -5.959 -27.343 -22.263  0.31
H: -4.634 -27.262 -21.082  0.32
H: -4.964 -25.854 -22.211  0.28
C: -2.397 -27.786 -12.319  -0.96
S: -0.753 -27.079 -11.878  0.47
O: 0.103 -27.020 -13.182  -0.60
C: -1.286 -25.365 -11.597  -0.87
H: -2.722 -27.453 -13.305  0.32
H: -3.286 -27.570 -11.727  0.36
H: -2.367 -28.860 -12.500  0.33
H: -1.651 -25.447 -10.573  0.34
H: -1.922 -24.919 -12.361  0.31
H: -0.345 -24.817 -11.638  0.30
C: 1.549 -15.527 -17.478  -0.81
S: 2.872 -16.830 -17.326  0.48
O: 3.534 -16.725 -15.946  -0.61
C: 1.753 -18.406 -17.173  -0.92
H: 1.438 -15.023 -16.518  0.29
H: 0.606 -16.006 -17.741  0.28
H: 1.698 -14.855 -18.323  0.32
H: 2.409 -19.276 -17.161  0.31
H: 1.055 -18.523 -18.002  0.34
H: 1.207 -18.501 -16.234  0.32
C: -1.325 -18.182 -34.145  -0.98
S: -1.270 -17.550 -32.458  0.50
O: -0.187 -18.265 -31.736  -0.60
C: -0.562 -15.894 -32.865  -0.82
H: -1.993 -17.554 -34.735  0.36
H: -1.831 -19.139 -34.277  0.34
H: -0.351 -18.228 -34.633  0.33
H: -0.934 -15.689 -33.868  0.27
H: 0.523 -15.909 -32.761  0.29
H: -0.857 -15.102 -32.177  0.31
C: 4.382 -33.538 -29.913  -0.95
S: 6.085 -32.955 -30.455  0.48
O: 6.217 -32.783 -31.945  -0.59
C: 6.053 -31.329 -29.628  -0.83
H: 3.640 -32.739 -29.911  0.29
H: 4.343 -33.955 -28.907  0.35
H: 4.003 -34.405 -30.455  0.34
H: 7.087 -30.984 -29.651  0.30
H: 5.685 -31.422 -28.606  0.33
H: 5.376 -30.750 -30.256  0.28
C: -0.054 -28.061 -31.041  -0.93
S: -0.326 -26.692 -32.263  0.47
O: 0.451 -25.529 -31.660  -0.58
C: 0.550 -27.464 -33.752  -0.92
H: -0.811 -28.797 -31.311  0.34
H: -0.290 -27.723 -30.032  0.33
H: 0.981 -28.350 -30.861  0.31
H: 0.054 -28.343 -34.165  0.35
H: 1.479 -27.911 -33.398  0.28
H: 0.943 -26.687 -34.408  0.34
C: 10.159 -23.130 -21.925  -0.88
S: 9.958 -21.419 -21.325  0.49
O: 10.516 -20.437 -22.391  -0.62
C: 8.125 -21.196 -21.414  -0.84
H: 9.757 -23.395 -22.903  0.31
H: 9.641 -23.731 -21.178  0.32
H: 11.208 -23.411 -22.022  0.31
H: 7.653 -21.662 -20.550  0.34
H: 7.696 -21.579 -22.340  0.28
H: 8.007 -20.116 -21.326  0.30
C: 9.798 -31.960 -21.959  -0.90
S: 11.360 -31.827 -21.069  0.49
O: 11.825 -33.264 -20.780  -0.61
C: 10.528 -31.218 -19.510  -0.88
H: 9.229 -32.820 -21.608  0.32
H: 10.042 -32.289 -22.969  0.31
H: 9.203 -31.051 -21.870  0.33
H: 11.212 -30.942 -18.707  0.32
H: 9.726 -31.912 -19.259  0.30
H: 10.053 -30.305 -19.868  0.32
C: -7.849 -19.143 -24.585  -0.91
S: -6.918 -18.844 -26.165  0.49
O: -7.141 -17.401 -26.640  -0.61
C: -5.228 -18.940 -25.545  -0.88
H: -7.463 -18.503 -23.792  0.30
H: -7.793 -20.187 -24.278  0.34
H: -8.846 -18.716 -24.692  0.33
H: -4.457 -18.635 -26.252  0.33
H: -5.005 -19.926 -25.137  0.33
H: -5.155 -18.148 -24.799  0.28

What is the spin multiplicity in the second record? 1

Among the records above, which one has the highest lowest unoccupied orbital energy? C34H69BClN4O27S6